(1)
DFT (ωB97M-V with the def2-TZVPD basis set) results for the ion CO5S2 with charge -2 at a distorted geometry.

Values from the calculation:
Total charge ... -2
F_max ... 2.03 eV/A
E_tot ... -32945.6437 eV
Structure (SMILES) ... O=C([O-])SS(=O)(=O)[O-]
Energy relative to the best compared isomer or geometry (same formula, charge and spin) ... 0.5 kcal/mol

Last column: Mulliken charge in e.
Atoms and positions in Å:
O  0.627  1.782  1.132  -0.531
C  -0.013  0.895  1.586  0.637
O  -0.826  0.655  2.461  -0.627
S  0.665  -0.952  0.738  -0.520
S  -0.024  -0.626  -1.201  1.019
O  1.049  0.117  -1.896  -0.654
O  -1.270  0.064  -1.025  -0.640
O  -0.209  -1.934  -1.796  -0.685

(2)
DFT (ωB97M-V with the def2-TZVPD basis set) results for a structure of composition CdI at a distorted geometry.

Values from the calculation:
Total charge ... +1
F_max ... 1.52 eV/A
E_tot ... -12656.5611 eV
Energy relative to the best compared isomer or geometry (same formula, charge and spin) ... 4.0 kcal/mol

Last column: Mulliken charge in e.
Atoms and positions in Å:
Cd  -0.474  0.667  1.104  0.894
I  0.474  -0.667  -1.104  0.106

Repeat the first record exactly.
DFT (ωB97M-V with the def2-TZVPD basis set) results for the ion CO5S2 with charge -2 at a distorted geometry.

Values from the calculation:
Total charge ... -2
F_max ... 2.03 eV/A
E_tot ... -32945.6437 eV
Structure (SMILES) ... O=C([O-])SS(=O)(=O)[O-]
Energy relative to the best compared isomer or geometry (same formula, charge and spin) ... 0.5 kcal/mol

Last column: Mulliken charge in e.
Atoms and positions in Å:
O  0.627  1.782  1.132  -0.531
C  -0.013  0.895  1.586  0.637
O  -0.826  0.655  2.461  -0.627
S  0.665  -0.952  0.738  -0.520
S  -0.024  -0.626  -1.201  1.019
O  1.049  0.117  -1.896  -0.654
O  -1.270  0.064  -1.025  -0.640
O  -0.209  -1.934  -1.796  -0.685